Here is a molecular structure, C26H21AsCl5N3O2SV at a distorted geometry from the Open Molecules 2025 dataset. Energies are from ωB97M-V/def2-TZVPD.

Output
Net charge: 0
DFT total energy: -7197.21439 a.u.
Energy above the lowest of the compared OMol25 structures with the same formula, charge and spin: 8.1 kcal per mole
2S+1: 4
Kohn-Sham gap (alpha / beta): 5.81 / 6.15 eV

```
60
Properties=species:S:1:pos:R:3:forces:R:3:lowdin_spin:R:1
V 0.101129 -0.077759 -0.565061 -0.7160 -0.3974 0.5737 2.5136
C 3.766332 -0.522320 -2.889418 0.3049 0.0972 -0.1281 -0.0002
C 2.495646 -0.779436 -2.397778 -0.4777 0.2507 0.4394 0.0701
N 1.792500 0.110121 -1.677083 1.2586 0.4217 -0.6234 0.0234
C 2.360223 1.354905 -1.525289 -0.4049 -0.3495 0.0967 0.0473
C 3.648435 1.670168 -1.949972 0.2218 0.4264 -0.0286 0.0018
C 4.368988 0.694396 -2.644837 -0.0280 -0.2326 -0.0595 0.0723
C 4.172600 2.992741 -1.681461 0.0294 -0.3308 -0.1448 0.0007
C 3.426854 3.923412 -1.064302 -0.3344 0.0937 0.1519 -0.0100
C 2.069400 3.633901 -0.663497 0.2460 0.1131 -0.1846 0.0066
C 1.220458 4.573697 -0.071595 -0.1036 0.2263 0.1081 0.0237
C -0.071196 4.222324 0.241701 0.0281 -0.0413 -0.0269 0.0074
C -0.499396 2.916809 -0.014321 -0.0794 -0.0846 -0.0212 0.0229
N 0.285425 2.002726 -0.554043 0.4297 0.5719 0.0052 0.0170
C 1.548673 2.362026 -0.898577 -0.0676 -0.2065 0.0298 0.0228
H 4.278039 -1.290357 -3.453363 -0.0173 0.0013 0.0079 -0.0017
H 2.019870 -1.736782 -2.561973 -0.0198 -0.0188 0.0240 0.0039
H 5.371532 0.906256 -2.995328 -0.0201 -0.0143 0.0014 0.0043
H 5.182673 3.221407 -1.999669 -0.0133 -0.0457 -0.0062 0.0001
H 3.823375 4.913373 -0.873417 -0.0228 -0.0143 0.0101 -0.0006
H 1.584480 5.575169 0.128252 -0.0021 -0.0268 -0.0101 0.0012
H -0.756205 4.929347 0.688287 0.0122 0.0035 -0.0094 0.0000
H -1.499876 2.586036 0.237917 -0.0044 -0.0023 0.0150 0.0009
Cl -6.700973 -0.242696 0.046731 0.0140 0.0027 -0.0380 0.0009
C -5.098567 -0.175902 -0.601962 -0.0180 -0.0007 0.2030 0.0042
C -4.888174 -0.136578 -1.965820 0.0336 -0.0111 -0.1897 0.0022
Cl -6.226910 -0.152057 -3.063198 0.0520 0.0048 0.0702 0.0002
C -3.577485 -0.096141 -2.467495 -0.1989 -0.0025 -0.0746 0.0038
Cl -3.265887 -0.087427 -4.168428 -0.0485 0.0034 0.0088 0.0008
C -2.482699 -0.075540 -1.617476 0.5882 0.0225 -0.1690 0.0053
O -1.230514 -0.075551 -2.041402 -0.6023 -0.0936 -0.1469 0.0355
C -2.698864 -0.102549 -0.210247 0.4990 0.0087 0.3742 0.0052
O -1.611707 -0.083284 0.563547 -0.5298 0.0663 -0.2512 0.0315
C -3.995712 -0.164914 0.267943 -0.1708 -0.0360 0.0741 0.0027
Cl -4.229931 -0.264236 1.995200 -0.0008 0.0397 -0.1457 0.0003
C -1.131290 -1.852933 2.950796 -0.1180 -0.1221 -0.0404 0.0009
As -0.170645 -0.209471 3.038171 0.5305 -0.0474 -0.1978 0.0067
C 0.705587 -0.353873 4.743258 0.0844 0.0313 0.0744 -0.0001
C -1.295831 1.304368 3.301408 -0.0945 0.1461 -0.0013 0.0020
S 1.407500 0.031957 1.621335 -0.0843 -0.0927 0.3192 0.0134
H -1.874256 -1.855285 3.747489 -0.0260 -0.0483 -0.0140 0.0001
H -0.400362 -2.643134 3.113547 -0.0314 -0.0742 -0.0148 0.0001
H -1.611474 -1.934915 1.982333 -0.0007 -0.0093 -0.0107 0.0002
H -0.020359 -0.553303 5.531140 -0.0041 0.0044 -0.0056 0.0000
H 1.225371 0.580771 4.942956 0.0390 -0.0134 0.0462 0.0000
H 1.428936 -1.163653 4.685070 0.0319 -0.0038 0.0496 0.0001
H -1.809434 1.180814 4.254361 -0.0416 0.0436 -0.0103 0.0003
H -2.004578 1.379513 2.486347 -0.0108 0.0083 -0.0460 0.0000
H -0.632890 2.167240 3.339450 -0.0530 0.0667 0.0123 0.0003
Cl -2.189224 -5.077454 -1.994109 0.0572 0.0127 0.0357 -0.0013
C -0.850966 -4.299112 -1.222846 -0.1229 0.0760 -0.0614 -0.0008
C 0.184506 -5.035146 -0.684032 0.0223 -0.1897 0.0024 0.0139
C 1.226243 -4.349046 -0.085065 0.0698 0.0732 0.0557 -0.0018
C 1.186337 -2.967078 -0.041829 -0.0206 0.0110 0.0096 0.0153
N 0.179690 -2.256737 -0.563309 -0.1211 -0.3706 -0.2132 0.0120
C -0.823838 -2.916069 -1.155320 0.0361 0.0440 0.0800 0.0158
H 0.169777 -6.116002 -0.738221 0.0144 0.0260 0.0101 0.0008
H 2.064851 -4.873574 0.351487 -0.0150 -0.0211 -0.0137 -0.0005
H 1.968946 -2.391068 0.433420 0.0141 -0.0093 0.0133 0.0017
H -1.615114 -2.322095 -1.590403 0.0072 0.0134 -0.0149 0.0008
```
Positions in Å, forces in eV/Å.